A cluster of 10 separate species, C41H73F15N2O13 in total at a distorted geometry, computed with the ωB97M-V functional and the def2-TZVPD basis.

Geometry as XYZ:
```
144
Properties=species:S:1:pos:R:3:forces:R:3:mulliken_spin:R:1
F -6.79887 1.52115 -2.25647 0.601 -0.077 0.198 0.00
F -2.61675 2.19272 0.69496 -0.615 0.626 -0.330 0.00
F -6.49479 1.45357 -4.33936 -0.146 -0.034 -1.154 0.00
F 1.33391 -5.36678 1.93791 1.226 -4.478 -1.928 0.00
F -3.83242 0.52172 -0.08443 -0.287 0.384 0.397 0.00
F 1.63869 -3.40657 2.28347 0.978 2.256 0.067 0.00
F -5.14512 0.32415 -3.09236 -0.241 0.109 0.211 0.00
F 0.93654 -4.63849 3.90551 0.481 -0.421 1.262 0.00
F 1.16986 -1.56459 4.19573 -0.828 -0.229 -0.515 0.00
F 3.04427 -0.76426 3.47207 0.106 -0.271 0.096 0.00
F -6.11867 8.82853 5.37165 0.611 -0.020 -1.054 0.00
F 2.99500 -2.60978 4.63689 0.235 0.197 0.053 0.00
F -5.21734 10.38918 4.14454 0.234 0.477 0.655 0.00
F -6.07135 8.73717 3.11228 0.187 -0.133 1.723 0.00
F -2.39618 1.42364 -1.36055 -0.091 1.202 -1.128 0.00
O -3.13246 8.58968 5.05919 -1.308 0.188 -0.693 0.00
O -4.75721 3.17840 -2.00485 0.955 -0.160 1.921 0.00
O -3.91337 7.41761 3.31026 -1.404 1.067 0.407 0.00
O -0.42032 0.15710 -0.28156 -1.301 2.038 -0.943 0.00
O -4.30779 3.01310 -4.18478 -1.369 -1.426 2.433 0.00
O -0.93720 -4.16505 1.00194 1.217 -0.095 2.387 0.00
O 7.15151 0.58398 -0.00770 -2.529 0.812 0.072 0.00
O -5.84584 2.74760 1.14497 -2.059 -0.102 -0.514 0.00
O 1.70305 0.43976 5.87731 -1.054 -0.967 -1.697 0.00
O -1.40957 -3.67948 3.14135 1.184 -0.443 1.241 0.00
O -1.77218 -0.56185 1.36813 0.018 2.900 -3.133 0.00
O 2.16249 3.30939 -1.62126 -0.656 -0.496 -0.118 0.00
O 3.63661 -0.61930 6.32903 -2.327 -0.626 -0.927 0.00
N 5.23130 -4.54669 -1.99230 0.827 -1.215 0.723 0.00
N 0.23581 -2.99830 -3.69616 1.458 -0.326 -1.755 0.73
C -5.38898 9.08794 4.27157 -0.557 -0.347 -1.990 0.00
C 5.51483 -3.53296 -0.94939 -0.977 -0.211 -0.513 0.00
C 4.93563 1.28813 -0.71444 0.582 -0.275 0.409 0.00
C -3.89063 4.33630 -1.90267 -0.831 1.986 0.092 0.00
C -2.88117 6.45332 3.31086 1.032 -0.721 -0.959 0.00
C -3.18155 5.53615 2.13911 -0.905 0.120 0.058 0.00
C -7.19243 0.90557 0.53017 0.473 -0.091 0.149 0.00
C -5.84752 1.47555 -3.20952 -0.576 -0.753 0.682 0.00
C 2.30197 2.34804 -3.77633 -0.275 -0.517 0.116 0.00
C -2.77472 -3.34704 2.86853 -0.784 0.106 -1.981 0.00
C -0.18570 -4.00875 -4.70666 0.215 0.587 0.654 -0.02
C -0.65260 -1.97017 -3.49363 -1.735 2.216 1.486 0.00
C 5.09501 -6.32512 -0.04378 -1.077 -0.556 -1.370 0.00
C 5.64468 -5.91696 -1.44484 -0.546 0.824 0.702 0.00
C 1.91284 1.30068 7.00309 0.401 -1.385 1.526 0.00
C 1.73106 0.41220 0.88456 -0.333 0.526 -0.023 0.00
C 2.28236 -1.90738 -4.56808 -0.225 0.706 0.171 0.09
C 0.88749 -4.42659 2.62024 -3.346 2.703 0.604 0.00
C 5.98202 -4.32217 -3.26495 -1.556 -0.319 -0.818 0.00
C -4.80595 5.51205 -2.21884 -0.862 0.418 0.596 0.00
C -1.58616 0.20129 0.37993 1.787 -5.037 4.543 -0.01
C -6.96203 2.37025 0.76019 2.459 1.072 0.169 0.00
C 2.45094 -1.41373 4.49654 -0.982 -0.283 -0.792 0.00
C -4.87918 2.62582 -3.14385 1.970 1.869 -4.562 0.00
C 5.84720 1.43570 1.78016 -0.726 -0.699 -0.144 0.00
C -0.59434 -4.09992 2.19550 -2.032 0.567 -3.001 0.00
C 1.64440 -2.68746 -3.39225 0.412 -0.596 -0.738 -0.02
C 1.52554 2.92810 -2.58512 2.450 0.711 -0.696 0.00
C 0.08706 3.12927 -2.75537 -0.459 -0.040 -0.671 0.00
C 2.56749 -0.57181 5.70862 4.062 3.050 3.080 0.00
C 1.45338 0.53630 8.25061 0.328 0.885 1.140 0.00
C 0.80898 -5.07441 -4.92170 0.170 -1.143 0.075 0.01
C 0.74498 -0.51082 0.20447 -0.121 -1.551 0.801 0.00
C -8.12415 3.30435 0.41433 -0.003 -0.403 -0.457 0.00
C -1.44887 -2.20991 -2.19127 -1.236 -1.390 -0.053 0.15
C -2.66279 1.14252 -0.10118 0.749 -1.392 0.197 0.00
C 6.04743 1.06760 0.29791 2.806 -0.225 0.465 0.00
C -4.01198 8.36557 4.25793 1.908 -1.215 1.047 0.00
C 4.74625 -2.20191 -1.13342 0.504 -1.060 -0.446 0.00
C 5.58816 -5.31719 -4.40765 0.998 -0.552 0.432 0.00
C -3.53145 -2.81635 4.03235 0.201 0.737 1.509 0.00
H -8.97069 3.18342 1.09023 0.115 -0.088 0.221 0.00
H 1.08716 -1.08594 -0.65590 0.469 0.439 -0.173 0.00
H -1.39109 -1.89540 -4.29184 0.159 -0.016 -0.110 0.03
H 1.33795 2.22624 7.03406 -0.184 -0.227 -1.229 0.00
H -7.92921 4.36750 0.27362 0.550 -0.154 0.497 0.00
H 5.79180 2.50753 1.97048 0.173 0.017 -0.197 0.00
H -6.29203 0.32761 0.32199 0.368 0.666 -0.507 0.00
H 2.97591 1.54147 7.00555 -0.071 -0.016 0.318 0.00
H -2.18390 -1.43350 -1.97910 0.481 0.313 -0.074 -0.01
H -0.92293 -2.55200 -1.29995 0.474 0.559 -0.085 -0.02
H 5.30746 0.99050 -1.69488 -0.138 -0.108 0.079 0.00
H -7.36470 0.48759 1.52200 -1.318 -0.155 -0.080 0.00
H 4.91638 1.01485 2.16037 -0.492 0.127 -0.241 0.00
H 3.30776 -1.64293 -4.30979 0.360 -0.980 -0.158 0.00
H 3.67189 -2.33105 -1.26448 -0.179 -0.641 0.357 0.00
H -3.27770 -3.41648 4.90616 -0.541 -0.402 0.013 0.00
H -0.42042 -3.56681 -5.67501 0.140 0.993 0.140 0.04
H 3.02860 1.63590 -3.38523 0.294 0.225 -0.123 0.00
H 1.69472 1.84157 -4.52655 -0.316 -0.122 0.203 0.00
H -2.45577 4.72295 2.13214 -0.160 -0.015 -0.262 0.00
H 0.38425 0.58347 8.45752 -0.159 -0.059 -0.664 0.00
H -0.35764 2.48840 -1.99404 -0.672 0.484 -0.052 0.00
H -1.15152 -4.39870 -4.38538 -0.048 -0.042 0.337 0.02
H -2.79331 5.87504 4.23063 -0.399 0.338 0.251 0.00
H 0.49024 -5.58524 -5.83030 0.231 -0.302 0.103 0.00
H -2.98618 4.45313 -2.49968 -0.245 -1.259 -0.498 0.00
H -4.59978 -2.80123 3.81661 0.020 -0.608 -0.012 0.00
H 5.33947 -6.58932 -2.24664 0.154 -0.399 0.484 0.00
H 2.17658 -3.62949 -3.26010 0.041 0.105 0.226 -0.02
H -2.79497 -2.72141 1.97620 0.118 0.357 0.224 0.00
H 1.92654 -0.87994 -4.64465 -0.887 -0.104 -0.066 -0.01
H 4.00946 -6.40121 -0.10607 -0.235 0.536 0.470 0.00
H -3.23000 6.08527 1.19877 0.715 0.153 -0.062 0.00
H 4.88495 -1.65465 -0.20104 0.268 0.663 -0.541 0.00
H 2.68217 -0.05027 1.14840 -0.182 -0.347 -0.299 0.00
H 2.14034 -2.40512 -5.52735 0.446 0.027 0.093 0.00
H 1.30208 0.72336 1.83706 -0.081 0.140 -0.009 0.00
H -5.31912 5.55084 -3.17970 0.923 -0.291 -0.542 0.00
H -3.57229 4.42356 -0.86385 -0.314 -0.456 0.052 0.00
H 6.18795 -6.22507 -4.34360 -0.286 -0.318 0.279 0.00
H 1.85258 1.12102 9.07937 0.228 -0.100 0.298 0.00
H 5.45225 -5.74302 0.80572 -0.140 0.081 -0.271 0.00
H 0.42833 -1.28934 0.89856 -0.107 0.074 0.183 0.00
H -2.06944 -3.07395 -2.42885 -0.228 -0.192 0.107 -0.01
H 4.13107 0.64299 -0.36147 -0.217 0.019 -0.374 0.00
H -0.12993 -1.02165 -3.37018 0.176 0.038 -0.235 0.00
H 5.87102 -4.97435 -5.40292 -0.062 0.630 0.105 0.00
H -4.20929 5.17626 2.18748 0.090 -0.567 0.426 0.00
H 6.57293 0.94338 2.42749 0.479 0.350 -0.436 0.00
H 7.06503 -4.31582 -3.14191 0.165 0.010 0.162 0.00
H -5.69141 5.45014 -1.58619 0.204 0.093 0.647 0.00
H 6.59863 -3.45049 -0.86770 0.222 0.739 0.077 0.00
H 5.17582 -3.91097 0.01512 0.010 -0.241 -0.200 0.00
H 5.67073 -3.39089 -3.73814 0.154 0.597 0.735 0.00
H 5.36685 -7.36541 0.13504 0.430 -0.005 -0.050 0.00
H -8.49787 2.96354 -0.55123 -0.112 -0.119 -0.117 0.00
H 1.77899 -0.49069 8.41608 0.269 0.125 -0.521 0.00
H -4.31203 6.46212 -2.01513 0.000 -0.013 -0.126 0.00
H 5.02926 -1.75715 -2.08748 0.510 0.784 0.449 0.00
H 1.93099 1.30235 0.28810 0.010 0.013 -0.053 0.00
H -3.34712 -4.22099 2.55757 0.564 -0.561 -0.022 0.00
H -0.18784 2.84325 -3.77062 -0.327 -0.372 0.216 0.00
H 1.77358 -2.04722 -2.51961 -0.650 -0.346 0.208 0.03
H -1.89543 6.86417 3.09258 -0.066 0.641 0.417 0.00
H 2.78486 3.14103 -4.34736 0.267 0.152 0.374 0.00
H -3.37973 -1.80693 4.41466 0.737 0.287 -0.656 0.00
H -0.12250 4.19860 -2.72862 -0.262 -0.074 0.774 0.00
H 4.55127 2.30661 -0.76983 0.085 0.049 0.272 0.00
H 6.69842 -6.04408 -1.19671 0.735 0.550 -1.095 0.00
H -7.88522 0.79076 -0.30348 -0.465 -0.632 0.767 0.00
H 0.75074 -5.76125 -4.07732 0.417 -0.229 -0.162 0.00
H 1.83102 -4.72501 -5.06813 -0.126 -0.007 -0.022 0.00
H 4.53385 -5.59082 -4.44867 -0.050 0.131 0.313 0.00
```
Forces are in eV/Å.

Properties
LUMO level (alpha / beta), eV: -2.19 / -6.31
Total charge: +1
Frontier orbital gap (alpha / beta), eV: 8.64 / 4.51
⟨S²⟩: 0.75
Electronic energy, eV: -114050.393
HOMO energy (alpha / beta), eV: -10.8266 / -10.8247
Multiplicity: 2